No. 1
{"formula": "C20H40N6O3PPdS", "method": "ωB97M-V with the def2-TZVPD basis set", "elements": ["Pd", "S", "P", "O", "O", "O", "N", "N", "N", "N", "N", "N", "C", "C", "C", "C", "C", "C", "C", "C", "C", "C", "C", "C", "C", "C", "C", "C", "C", "C", "C", "C", "H", "H", "H", "H", "H", "H", "H", "H", "H", "H", "H", "H", "H", "H", "H", "H", "H", "H", "H", "H", "H", "H", "H", "H", "H", "H", "H", "H", "H", "H", "H", "H", "H", "H", "H", "H", "H", "H", "H", "H"], "coordinates": [[-1.45085, 0.23557, 0.89959], [-2.48634, 1.92611, 1.63991], [1.09270, -1.78727, 0.36984], [-3.92501, 2.07642, 1.98120], [-5.46184, -0.38482, -3.25623], [-5.62670, 1.75053, -3.09249], [-0.90540, 0.57655, -2.50063], [-4.94899, 0.70789, -3.12806], [-0.29184, -1.19882, 0.08822], [-3.47832, 3.09367, -2.64754], [-1.61483, 1.76816, -2.77721], [-3.59627, 0.71546, -3.06206], [-2.12262, 3.40726, 0.64929], [-0.64016, 4.68390, -0.73972], [-1.61193, 5.67461, -0.86085], [2.28631, 0.14652, 2.04163], [2.19540, 0.68050, -0.33730], [2.46533, -0.46826, 0.64668], [1.62232, -2.83886, -1.12957], [2.77215, -3.83112, -0.93523], [0.37609, -3.59446, -1.61914], [1.11982, -2.93243, 1.90286], [0.31856, -2.24786, 3.02039], [-0.89753, 3.54479, 0.01043], [-2.96179, 1.86159, -2.79883], [1.99267, -1.88826, -2.27907], [0.32198, -4.19928, 1.56264], [-3.09532, 4.38660, 0.53466], [-1.63643, 2.55186, 3.11365], [-2.83730, 5.52409, -0.22425], [2.48673, -3.35298, 2.45101], [3.92121, -0.92183, 0.50205], [-0.90408, 0.46515, -1.47518], [2.33318, -4.06686, 3.26879], [3.68614, -3.35459, -0.58063], [-0.64659, -1.90900, 2.64158], [-1.09818, 2.60227, -2.55581], [-0.17199, 2.74133, 0.09675], [0.12892, -4.74923, 2.48979], [-0.63746, -3.94016, 1.11319], [-0.57578, 2.66949, 2.89613], [-4.48713, 3.13783, -2.65795], [0.31686, 4.80081, -1.23466], [2.46741, 0.44315, -1.36197], [2.51816, -4.63371, -0.24383], [0.85630, -4.87112, 0.89316], [0.15233, -2.97485, 3.82314], [-2.94475, 3.77091, -2.12507], [-4.04554, 4.22732, 1.02945], [-2.09994, 3.49453, 3.40829], [-0.47128, -2.91113, -1.67346], [2.59153, -0.52368, 2.84342], [-1.77568, 1.79566, 3.88370], [2.91338, 1.04238, 2.11031], [4.57926, -0.07954, 0.74667], [2.05408, -2.47111, -3.20395], [2.96213, -1.41317, -2.13453], [-3.59673, 6.29007, -0.32405], [1.23392, -1.11607, -2.41226], [-1.47123, -0.18296, -2.86578], [-1.41249, 6.55806, -1.45473], [0.82628, -1.38911, 3.45129], [3.11021, -3.84333, 1.70363], [1.24610, 0.44390, 2.19803], [1.13399, 0.93407, -0.31555], [2.78054, 1.55498, -0.02958], [0.58150, -3.99982, -2.61576], [0.10062, -4.42683, -0.97673], [4.15972, -1.22889, -0.51527], [4.17863, -1.74132, 1.17285], [3.04631, -2.51313, 2.86107], [2.99956, -4.29812, -1.90035]], "forces_ev_per_a": [[-0.038, 0.173, 0.016], [0.080, 0.015, 0.084], [0.068, 0.004, 0.000], [-0.030, -0.002, -0.004], [0.000, -0.008, -0.016], [0.016, -0.015, 0.004], [0.053, 0.183, 0.107], [-0.018, 0.054, 0.005], [-0.063, 0.010, -0.054], [0.007, 0.019, -0.046], [-0.213, 0.048, 0.067], [0.150, 0.176, 0.090], [-0.034, 0.007, 0.011], [0.008, 0.014, 0.004], [-0.003, -0.001, -0.003], [-0.009, 0.007, -0.002], [0.012, -0.002, 0.012], [-0.001, -0.026, -0.011], [0.012, 0.014, -0.002], [0.006, -0.003, 0.001], [-0.003, -0.003, -0.009], [0.015, -0.011, -0.006], [0.002, 0.011, -0.004], [-0.004, 0.004, 0.010], [0.019, -0.227, -0.123], [0.012, -0.006, 0.022], [-0.009, -0.010, -0.003], [0.012, 0.010, -0.010], [-0.030, -0.006, -0.004], [0.009, 0.000, 0.005], [-0.007, -0.003, 0.004], [-0.004, 0.001, -0.004], [0.041, -0.402, -0.165], [0.003, 0.000, 0.001], [-0.001, -0.003, -0.003], [-0.002, -0.009, 0.003], [-0.022, -0.003, -0.008], [0.005, 0.000, -0.003], [-0.001, 0.001, -0.001], [-0.001, 0.007, 0.003], [-0.001, -0.001, -0.011], [0.004, 0.002, 0.022], [0.000, -0.009, 0.002], [-0.019, 0.001, -0.011], [0.001, 0.002, -0.003], [0.005, 0.000, 0.004], [-0.006, 0.003, 0.003], [-0.027, -0.005, 0.013], [-0.003, -0.005, 0.002], [0.005, 0.001, 0.005], [-0.004, -0.005, 0.003], [-0.002, -0.002, 0.007], [0.000, 0.001, 0.001], [-0.001, 0.000, -0.001], [-0.001, 0.001, 0.000], [-0.001, 0.000, -0.002], [-0.002, 0.008, -0.008], [0.000, 0.000, -0.002], [-0.005, 0.000, -0.010], [0.019, -0.011, 0.002], [-0.006, -0.002, 0.000], [0.003, -0.001, 0.006], [-0.002, 0.003, 0.000], [0.001, -0.003, 0.005], [-0.001, 0.001, -0.008], [0.003, -0.006, 0.004], [0.004, 0.002, 0.000], [-0.005, 0.003, 0.003], [0.004, 0.000, 0.002], [-0.005, 0.004, 0.000], [-0.001, 0.003, 0.003], [-0.001, 0.001, -0.002]], "lowdin_charge": [0.271, 0.626, 0.774, -0.530, 0.033, -0.026, 0.045, -0.455, -0.396, 0.199, -0.018, 0.146, -0.374, -0.101, -0.110, -0.116, -0.117, -0.594, -0.599, -0.093, -0.112, -0.603, -0.120, -0.113, -0.401, -0.108, -0.112, -0.081, -0.246, -0.100, -0.093, -0.093, -0.016, 0.081, 0.057, 0.042, 0.112, 0.078, 0.078, 0.081, 0.042, 0.079, 0.103, 0.056, 0.055, 0.052, 0.077, 0.069, 0.106, 0.053, 0.062, 0.054, 0.044, 0.078, 0.081, 0.079, 0.054, 0.101, 0.058, 0.067, 0.097, 0.051, 0.057, 0.050, 0.022, 0.079, 0.077, 0.052, 0.055, 0.058, 0.055, 0.081], "gap_ev": 6.46, "lumo_ev": 2.5801, "max_force_ev_per_a": 0.44, "e_above_lowest_kj_mol": 0.0, "charge": -1, "homo_ev": -3.88, "total_energy_ha": -2207.6615}

---

No. 2
{"formula": "C21H25Co2O6SiSn", "method": "ωB97M-V with the def2-TZVPD basis set", "elements": ["Sn", "Co", "Co", "Si", "O", "O", "O", "O", "O", "O", "C", "C", "C", "C", "C", "C", "C", "C", "C", "C", "C", "C", "C", "C", "C", "C", "C", "C", "C", "C", "C", "H", "H", "H", "H", "H", "H", "H", "H", "H", "H", "H", "H", "H", "H", "H", "H", "H", "H", "H", "H", "H", "H", "H", "H", "H"], "coordinates": [[1.62442, 2.84967, -1.88727], [1.42410, -2.45122, 2.81436], [1.62218, -0.28528, 1.54144], [-0.74593, 0.46110, -2.36859], [1.95724, -1.69027, -1.01114], [0.67329, -2.96789, 5.55927], [4.19342, -1.56369, 2.12828], [3.41697, -4.46021, 3.47831], [2.98507, 2.24341, 2.19375], [0.96973, -4.00831, 0.29391], [-2.43123, -2.33770, 1.31035], [-3.84861, -0.41305, 1.23529], [-2.58251, -0.97140, 1.00192], [2.67004, 4.66954, -2.62036], [0.19446, -0.81569, 2.52725], [-4.91325, -1.16903, 1.85273], [-0.20156, -0.37114, 1.32415], [2.45363, 1.24372, 1.93625], [0.46148, 3.53008, -0.18194], [-1.41016, -0.10490, 0.55818], [-4.70963, -2.50254, 2.20783], [1.82378, -1.06937, -0.02685], [3.41626, 1.70377, -1.33508], [0.38735, 1.72313, -3.14679], [1.08898, -3.41256, 1.31721], [-0.28551, -1.10731, -3.29949], [2.56382, -3.71279, 3.21987], [-2.46662, 1.01889, -2.89112], [-3.48285, -3.06798, 1.91963], [3.00535, -1.46630, 2.13854], [0.89442, -2.73801, 4.43140], [-2.80449, 1.91058, -2.32859], [3.09393, 5.19416, -1.73550], [1.04583, 1.16304, -3.83253], [-0.20789, 2.46013, -3.69361], [-5.86276, -0.69830, 2.04650], [0.65102, -1.52551, -2.88007], [-3.23233, 0.24150, -2.70801], [4.16369, 1.83018, -2.14336], [-4.08588, 0.58840, 0.90103], [0.21419, 4.58195, -0.42388], [-3.29618, -4.11090, 2.20288], [-0.98172, -0.15737, -0.63451], [-5.48557, -3.05758, 2.78238], [-1.70459, 1.00010, 0.69329], [-0.19813, -0.81295, -4.35892], [3.46788, 4.35109, -3.31577], [-0.21404, -0.52375, 3.47478], [-1.05193, -1.89489, -3.17882], [-2.42231, 1.23382, -3.97524], [3.19939, 0.61539, -1.32707], [3.82215, 2.03355, -0.34859], [-1.48831, -2.83057, 1.06632], [1.93077, 5.29309, -3.15165], [1.12110, 3.49966, 0.72294], [-0.42195, 2.85849, -0.07531]], "forces_ev_per_a": [[1.456, 0.297, 1.088], [0.533, -1.165, -0.705], [2.797, -0.559, -0.943], [0.113, -0.916, 0.742], [-0.249, 1.387, 2.463], [0.420, 0.303, -2.634], [-2.646, -0.148, 0.027], [-2.307, 1.364, -0.551], [-0.779, -1.413, -0.429], [0.625, 2.256, 4.537], [-0.798, -0.194, 0.165], [-1.481, -1.263, 0.527], [0.062, 0.177, 0.386], [-0.531, -0.435, -0.021], [-0.586, -1.427, 1.720], [1.706, 0.501, -0.893], [-3.074, 0.479, -0.574], [0.632, 1.057, 0.491], [0.522, -0.152, 0.081], [0.057, 0.252, 3.397], [-0.554, 0.510, 0.544], [0.710, -0.401, -3.377], [-0.119, -0.393, -0.111], [0.472, 0.390, -0.680], [-1.790, -2.355, -5.018], [-0.226, -0.411, -0.104], [3.382, -1.217, 0.586], [-0.606, -0.078, -0.040], [1.396, -0.285, -0.413], [2.782, 1.296, 0.179], [-1.424, 0.528, 3.711], [0.225, -0.216, -0.389], [-0.288, -0.296, -0.679], [-0.235, 0.372, -0.019], [0.006, -0.155, -0.313], [-0.127, 0.180, -0.016], [-0.417, 0.358, -0.574], [0.335, 0.232, -0.145], [-0.243, 0.241, 0.485], [0.216, 0.195, 0.167], [-0.240, -0.573, 0.363], [-0.034, 0.380, -0.202], [0.024, 0.850, -1.249], [0.657, 0.393, -0.684], [0.584, -1.516, -1.027], [0.172, -0.531, 0.114], [-0.329, 0.286, 0.360], [-0.608, 0.135, 0.227], [0.216, 0.300, -0.183], [-0.282, 0.092, 0.360], [0.106, 0.737, 0.270], [-0.237, -0.329, -0.881], [-0.303, 0.111, 0.258], [0.510, 0.023, 0.228], [-0.778, 0.019, -0.705], [0.574, 0.727, 0.082]], "nbo_charge": [1.575, -0.091, -0.069, 1.146, -0.561, -0.528, -0.577, -0.496, -0.543, -0.525, -0.155, -0.217, -0.024, -1.059, -0.463, -0.214, 0.030, 0.558, -1.073, -0.547, -0.252, 0.534, -1.061, -1.360, 0.494, -1.117, 0.611, -1.112, -0.228, 0.383, 0.542, 0.223, 0.223, 0.250, 0.239, 0.201, 0.248, 0.229, 0.212, 0.203, 0.216, 0.205, 0.110, 0.206, 0.240, 0.204, 0.217, 0.203, 0.224, 0.215, 0.224, 0.230, 0.202, 0.211, 0.236, 0.228], "gap_ev": 5.10, "lumo_ev": 2.3449, "max_force_ev_per_a": 5.83, "e_above_lowest_kj_mol": 230.5, "charge": -1, "homo_ev": -2.75, "total_energy_ha": -4535.8011}

---

No. 3
{"formula": "C9H15NO2S", "method": "ωB97M-V with the def2-TZVPD basis set", "elements": ["S", "O", "O", "N", "C", "C", "C", "C", "C", "C", "C", "C", "C", "H", "H", "H", "H", "H", "H", "H", "H", "H", "H", "H", "H", "H", "H", "H"], "coordinates": [[0.91074, -1.11520, -0.13967], [1.83503, 2.30185, 0.91227], [1.85516, -1.57514, -1.14778], [2.91895, 0.29069, 1.24253], [-3.73318, 1.09436, -0.28493], [3.98513, -0.63450, 1.13969], [-1.18125, 0.88227, 1.30180], [-2.38552, 0.76595, -0.91574], [2.51940, 1.38693, 1.12112], [-0.06847, 0.30076, -0.89855], [-0.33002, -2.44363, -0.21001], [-1.25347, 0.74472, -0.23377], [0.51184, 0.65922, -2.04054], [-2.12774, 1.04208, 1.71706], [-0.61419, 1.81554, 1.38041], [3.99367, -1.09762, 0.12582], [-0.85754, -2.44710, -1.22207], [-3.66677, 1.71096, 0.59989], [-4.17147, 0.07520, 0.21515], [0.33140, 1.56097, -2.62076], [-4.47586, 1.48131, -0.98667], [4.94666, -0.10240, 1.30577], [-0.98722, -2.21522, 0.58585], [-2.56652, 0.38446, -1.94902], [-0.61289, -0.07008, 1.66602], [3.80799, -1.43266, 1.89023], [1.36834, 0.04766, -2.32209], [0.04777, -3.41135, -0.23198]], "forces_ev_per_a": [[-2.014, -0.788, 0.612], [-0.369, 2.007, 0.147], [1.953, -0.028, -1.267], [1.037, -0.851, 0.577], [-0.492, -2.733, 1.386], [0.769, -0.542, -0.159], [2.345, -0.690, -2.095], [-2.615, -0.048, -0.578], [-0.905, -0.390, -0.708], [1.635, -1.101, -1.010], [-1.425, 2.153, -2.462], [-0.565, -0.675, 1.044], [0.427, 0.161, 0.391], [-1.243, -0.253, 0.822], [0.392, -0.418, 0.920], [-0.075, 0.324, 0.716], [0.383, 0.663, 1.272], [0.044, 0.592, -0.099], [0.751, 2.101, -1.457], [-0.462, -0.225, 0.198], [0.207, -0.084, 0.135], [-0.477, -0.631, 0.054], [-1.105, -0.317, 0.785], [1.092, 0.556, 0.700], [-1.048, 2.055, -0.076], [0.442, 0.462, -0.453], [-0.094, 0.189, -0.270], [1.413, -1.489, 0.873]], "nbo_charge": [1.261, -0.550, -1.003, -0.524, -0.645, -0.426, -0.638, -0.160, 0.844, -0.211, -0.820, -0.071, -0.381, 0.215, 0.245, 0.240, 0.231, 0.210, 0.206, 0.215, 0.224, 0.207, 0.214, 0.212, 0.211, 0.211, 0.238, 0.243], "gap_ev": 9.16, "lumo_ev": 0.6432, "max_force_ev_per_a": 3.57, "e_above_lowest_kj_mol": 333.6, "homo_ev": -8.51, "total_energy_ha": -955.2288}